(1)
A cluster of 8 separate species, C6H24NO8 in total, computed with ωB97M-V with the def2-TZVPD basis set.

XYZ file:
```
39
C6H24NO8 ωB97M-V with the def2-TZVPD basis set
C -0.742 -1.574 -1.343
O -0.041 -2.201 -0.250
C 0.342 -0.974 -2.199
C 0.414 0.519 -2.132
C 0.468 1.025 -0.712
C 0.810 2.273 -0.258
N 0.795 2.713 1.013
C 1.207 2.039 2.043
H -1.397 -0.888 -0.796
H -1.204 -2.390 -1.844
H 0.430 -1.193 -3.296
H 1.489 -1.302 -1.845
H 1.357 1.071 -2.491
H -0.435 1.035 -2.597
H 0.209 0.156 -0.021
H 0.988 3.090 -0.961
H 1.445 1.017 2.085
H 1.368 2.463 3.019
H -1.232 1.205 2.379
H -0.329 0.028 2.963
O -1.002 0.771 3.238
H 0.076 -1.650 0.541
H 0.440 -1.864 2.867
O 0.339 -1.261 2.230
H -2.492 -0.144 -2.918
H -2.914 -0.944 -1.806
O -2.715 -1.032 -2.767
H 2.022 -1.718 -0.178
H 1.476 -0.894 1.184
O 2.280 -1.022 0.538
H 2.980 1.249 -0.317
H 3.987 0.144 -0.578
O 3.432 0.786 -1.018
H -1.158 -1.014 1.702
H -2.457 -0.638 2.384
O -2.286 -1.093 1.546
H -2.682 0.009 0.633
H -2.322 1.419 -0.073
O -2.944 0.785 0.036
```

Computed properties:
- Multiplicity: 2
- LUMO level (spin up / spin down): 5.709 / 5.599 eV
- DFT total energy: -24476.0220 eV
- Total charge: -2
- <S²>: 0.765


(2)
A cluster of 6 separate species, C6H24O6 in total, computed with ωB97M-V with the def2-TZVPD basis set.

XYZ file:
```
36
C6H24O6 ωB97M-V with the def2-TZVPD basis set
C -11.497 10.136 -1.547
O -10.649 9.430 -2.404
H -11.910 10.993 -2.131
H -12.440 9.509 -1.272
H -10.986 10.592 -0.641
H -9.759 9.177 -2.089
C -13.140 7.398 -3.985
O -11.754 7.172 -3.663
H -13.185 8.296 -4.560
H -13.520 6.474 -4.485
H -13.684 7.461 -3.078
H -11.470 8.022 -3.251
C -7.813 11.705 -2.346
O -7.961 10.442 -1.611
H -6.791 12.027 -2.489
H -8.325 11.554 -3.267
H -8.273 12.365 -1.697
H -7.744 9.640 -2.135
C -8.597 6.807 -2.263
O -7.834 7.972 -2.680
H -8.853 6.198 -3.147
H -7.897 6.229 -1.637
H -9.422 7.151 -1.629
H -8.033 8.172 -3.558
C -10.767 7.369 -7.549
O -9.886 6.384 -7.076
H -11.340 6.930 -8.385
H -11.440 7.772 -6.742
H -10.190 8.273 -7.918
H -10.402 5.780 -6.521
C -7.132 9.286 -5.744
O -8.326 8.527 -5.447
H -7.121 9.219 -6.866
H -7.258 10.352 -5.522
H -6.214 8.891 -5.264
H -8.525 7.815 -6.082
```

Computed properties:
- LUMO level: 0.739 eV
- DFT total energy: -18893.1479 eV
- Total charge: 0


(3)
A cluster of 6 separate species, C6H24O6 in total, computed with ωB97M-V with the def2-TZVPD basis set.

XYZ file:
```
36
C6H24O6 ωB97M-V with the def2-TZVPD basis set
C 7.338 -9.623 -26.622
O 8.190 -10.354 -25.775
H 7.542 -9.793 -27.688
H 6.303 -9.908 -26.438
H 7.385 -8.538 -26.459
H 9.034 -9.897 -25.726
C 1.393 -8.504 -27.318
O 1.465 -8.767 -28.707
H 0.504 -7.901 -27.137
H 1.314 -9.421 -26.722
H 2.263 -7.938 -26.957
H 2.130 -9.453 -28.849
C 5.409 -9.468 -32.421
O 5.393 -10.812 -31.911
H 6.290 -9.293 -33.039
H 4.490 -9.264 -32.970
H 5.465 -8.821 -31.549
H 5.549 -11.413 -32.643
C 4.154 -10.971 -28.339
O 4.342 -10.047 -29.372
H 5.079 -11.467 -28.017
H 3.687 -10.497 -27.477
H 3.510 -11.812 -28.648
H 4.717 -10.517 -30.137
C 3.310 -6.887 -30.587
O 2.628 -6.127 -29.605
H 3.454 -7.909 -30.234
H 2.702 -6.951 -31.497
H 4.273 -6.436 -30.799
H 1.850 -6.651 -29.381
C 5.751 -13.005 -25.403
O 5.357 -14.337 -25.770
H 5.805 -12.896 -24.313
H 6.763 -12.858 -25.774
H 5.070 -12.259 -25.808
H 4.406 -14.419 -25.669
```

Computed properties:
- LUMO level: 0.504 eV
- DFT total energy: -18893.5250 eV
- Total charge: 0